No. 1
Entry from OMol25: 7 unconnected molecules or ions with the total composition C38H86N4O7 at a distorted geometry (ωB97M-V with the def2-TZVPD basis set).

Properties
SMILES: CC1(C)CCCC(C)(C)N1O.CC1(C)CCCC(C)(C)N1O.CC1(C)CCCC(C)(C)N1O.CC1(C)CCCC(C)(C)N1O.CO.CO.O
Gap between HOMO and LUMO in eV: 8.5
Largest force on an atom in eV/Å: 2.01
Energy above the lowest of the compared OMol25 structures with the same formula, charge and spin in kcal per mole: 0.5

The geometry in ORCA input format:
```
! wB97M-V def2-TZVPD RIJCOSX def2/J DEFGRID3
* xyz 0 1
C 2.50 -0.06 1.87
C 3.10 0.93 0.85
C 3.29 0.18 -0.48
C 2.10 2.06 0.62
C 2.01 3.00 1.82
C 3.40 3.56 2.08
C 4.53 2.57 2.26
C 5.86 3.27 1.99
C 4.53 2.01 3.71
N 4.37 1.49 1.28
O 5.44 0.57 1.31
H 1.62 -0.56 1.47
H 3.23 -0.75 2.30
H 2.07 0.48 2.72
H 4.12 0.58 -1.08
H 3.61 -0.85 -0.30
H 2.41 0.17 -1.12
H 2.45 2.62 -0.25
H 1.09 1.77 0.31
H 1.31 3.81 1.59
H 1.56 2.48 2.67
H 3.30 4.24 2.93
H 3.66 4.26 1.28
H 5.82 4.31 2.32
H 6.11 3.25 0.93
H 6.68 2.78 2.51
H 5.27 1.23 3.84
H 3.57 1.53 3.92
H 4.59 2.75 4.51
H 5.98 0.84 0.56
C 2.72 -3.26 -1.52
C 2.51 -4.58 -2.27
C 2.43 -4.21 -3.77
C 3.66 -5.58 -2.12
C 3.81 -6.12 -0.73
C 2.51 -6.87 -0.36
C 1.25 -6.04 -0.66
C 0.09 -7.08 -0.67
C 1.06 -5.13 0.58
N 1.30 -5.33 -1.94
O 0.15 -4.50 -1.97
H 1.87 -2.59 -1.71
H 2.70 -3.32 -0.43
H 3.58 -2.75 -1.94
H 1.37 -4.06 -4.01
H 3.06 -3.36 -4.03
H 2.71 -5.02 -4.45
H 3.39 -6.39 -2.81
H 4.61 -5.26 -2.56
H 4.64 -6.81 -0.55
H 3.97 -5.30 -0.02
H 2.61 -7.09 0.70
H 2.52 -7.80 -0.92
H -0.22 -7.33 0.34
H 0.41 -8.00 -1.15
H -0.79 -6.74 -1.23
H 2.01 -4.88 1.05
H 0.38 -5.52 1.33
H 0.57 -4.18 0.34
H -0.20 -4.66 -2.85
C -4.25 3.06 6.73
C -4.05 3.76 5.37
C -5.32 4.53 5.00
C -2.86 4.69 5.56
C -2.28 5.16 4.22
C -1.83 3.91 3.41
C -2.98 2.92 3.14
C -3.91 3.46 2.04
C -2.39 1.60 2.67
N -3.70 2.69 4.40
O -4.76 1.77 4.27
H -3.42 2.38 6.91
H -4.24 3.81 7.52
H -5.21 2.54 6.75
H -6.15 3.85 4.80
H -5.59 5.20 5.83
H -5.17 5.21 4.16
H -3.16 5.59 6.10
H -2.09 4.22 6.16
H -3.01 5.75 3.68
H -1.33 5.66 4.39
H -1.03 3.43 3.97
H -1.55 4.30 2.43
H -3.44 4.05 1.25
H -4.63 4.16 2.47
H -4.44 2.64 1.56
H -1.80 1.05 3.41
H -1.92 1.65 1.69
H -3.18 0.85 2.55
H -5.44 2.22 3.73
C -3.26 0.08 -5.27
C -2.13 1.09 -5.50
C -2.45 1.90 -6.78
C -2.14 2.13 -4.35
C -1.46 1.65 -3.04
C -0.09 1.06 -3.38
C -0.14 -0.03 -4.44
C 1.29 -0.43 -4.76
C -0.83 -1.29 -3.87
N -0.78 0.55 -5.62
O -0.72 -0.33 -6.72
H -4.26 0.51 -5.28
H -3.21 -0.74 -5.99
H -3.22 -0.38 -4.28
H -2.76 1.19 -7.55
H -3.25 2.62 -6.61
H -1.57 2.49 -7.03
H -1.56 3.02 -4.62
H -3.16 2.44 -4.15
H -1.40 2.49 -2.34
H -2.14 0.93 -2.58
H 0.26 0.55 -2.47
H 0.60 1.85 -3.70
H 1.87 0.42 -5.15
H 1.35 -1.20 -5.53
H 1.86 -0.74 -3.88
H -1.64 -1.05 -3.17
H -0.13 -1.91 -3.33
H -1.36 -1.90 -4.61
H -0.16 0.13 -7.36
C -4.18 -0.41 -0.74
O -3.60 0.88 -0.51
H -4.03 -1.04 0.14
H -5.21 -0.40 -1.08
H -3.58 -0.90 -1.52
H -2.69 0.69 -0.28
C -0.54 -1.53 -0.16
O -0.95 -0.97 1.09
H -0.95 -2.54 -0.23
H -0.88 -0.89 -0.97
H 0.55 -1.59 -0.21
H -0.71 -1.63 1.75
O -0.80 -2.74 3.65
H -1.09 -2.05 4.26
H 0.14 -2.86 3.84
*
```

***

No. 2
Entry from OMol25: 7 unconnected molecules or ions with the total composition C38H88FN2O8 at a distorted geometry (ωB97M-V with the def2-TZVPD basis set).

Properties
Gap between HOMO and LUMO in eV: 6.6
Largest force on an atom in eV/Å: 6.74
Energy above the lowest of the compared OMol25 structures with the same formula, charge and spin in kcal per mole: 165.1

The geometry in ORCA input format:
```
! wB97M-V def2-TZVPD RIJCOSX def2/J DEFGRID3
* xyz 1 1
C 0.87 0.27 3.21
C -0.31 -0.17 2.15
C -0.67 0.94 1.00
C -1.43 2.20 1.81
C 0.62 1.45 0.11
C 1.47 2.70 0.74
C 0.91 4.20 0.36
F 0.69 5.07 1.53
C 1.65 0.16 -0.14
C 0.74 -0.76 -1.19
N -0.13 0.08 -1.88
C -1.10 -0.54 -2.89
N -1.93 0.48 -3.65
C 0.05 1.52 -1.43
O 0.53 2.54 -2.37
C 1.96 2.41 -2.68
C 2.29 1.23 -3.82
C 3.54 1.88 -4.73
O 1.19 1.01 -4.76
H 0.53 1.14 3.96
H 1.86 0.65 2.72
H 1.15 -0.66 3.87
H -1.30 -0.31 2.80
H -0.11 -1.25 1.69
H -1.54 0.46 0.34
H -2.50 1.91 2.19
H -1.59 3.06 0.99
H -0.77 2.67 2.65
H 1.52 2.67 1.93
H 2.61 2.65 0.40
H 1.73 4.69 -0.35
H -0.06 4.08 -0.32
H 2.61 0.35 -0.81
H 2.12 -0.36 0.80
H 0.84 -1.92 -1.31
H -1.88 -1.16 -2.23
H -0.58 -1.35 -3.59
H -1.40 0.91 -4.44
H -2.35 1.20 -3.02
H -1.09 1.85 -1.28
H 2.67 2.31 -1.75
H 2.27 3.43 -3.21
H 2.72 0.26 -3.33
H 3.05 2.73 -5.41
H 4.11 1.07 -5.36
H 4.25 2.47 -3.98
H 1.34 0.06 -5.09
C -0.09 6.00 -3.22
C 1.23 6.75 -3.22
O 2.08 6.40 -4.31
C 1.57 6.63 -5.62
C 1.24 8.09 -5.89
H 0.08 4.92 -3.21
H -0.68 6.26 -2.33
H -0.69 6.23 -4.10
H 1.78 6.51 -2.30
H 1.06 7.83 -3.20
H 0.70 5.99 -5.81
H 2.35 6.31 -6.32
H 0.45 8.46 -5.24
H 0.91 8.22 -6.93
H 2.13 8.72 -5.72
C -7.31 -3.59 -0.47
C -6.51 -2.32 -0.26
O -5.11 -2.49 -0.41
C -4.65 -2.95 -1.68
C -5.00 -2.01 -2.82
H -6.97 -4.38 0.21
H -8.38 -3.41 -0.30
H -7.20 -3.97 -1.49
H -6.68 -1.97 0.76
H -6.87 -1.52 -0.92
H -5.02 -3.96 -1.87
H -3.56 -3.03 -1.61
H -6.08 -1.92 -2.95
H -4.58 -2.38 -3.76
H -4.61 -1.01 -2.63
C 1.09 -5.10 -5.38
C 2.04 -4.23 -6.19
O 2.18 -2.91 -5.67
C 2.69 -2.80 -4.35
C 4.08 -3.38 -4.17
H 0.11 -4.63 -5.32
H 0.98 -6.08 -5.86
H 1.45 -5.26 -4.36
H 1.65 -4.13 -7.21
H 3.03 -4.71 -6.29
H 1.98 -3.24 -3.63
H 2.73 -1.73 -4.12
H 4.09 -4.46 -4.36
H 4.44 -3.22 -3.15
H 4.78 -2.92 -4.88
C 3.93 -2.34 7.54
C 4.01 -0.87 7.18
O 2.76 -0.32 6.76
C 1.70 -0.37 7.70
C 1.99 0.39 8.99
H 3.54 -2.93 6.69
H 4.93 -2.73 7.80
H 3.27 -2.52 8.39
H 4.70 -0.75 6.34
H 4.42 -0.28 8.01
H 1.42 -1.41 7.91
H 0.83 0.09 7.21
H 2.83 -0.05 9.53
H 1.12 0.36 9.65
H 2.24 1.43 8.77
C 4.35 -7.24 6.55
C 4.63 -7.01 8.02
O 3.76 -6.06 8.63
C 2.37 -6.36 8.61
C 2.02 -7.66 9.33
H 4.40 -6.29 6.00
H 5.08 -7.93 6.12
H 3.35 -7.65 6.38
H 5.65 -6.62 8.13
H 4.60 -7.96 8.58
H 2.00 -6.37 7.58
H 1.86 -5.54 9.12
H 2.48 -8.53 8.85
H 0.94 -7.81 9.33
H 2.38 -7.63 10.36
C -6.88 2.78 -1.24
C -5.56 3.54 -1.24
O -4.71 3.18 -2.33
C -5.22 3.42 -3.64
C -5.54 4.88 -3.91
H -6.70 1.70 -1.23
H -7.47 3.05 -0.35
H -7.48 3.01 -2.12
H -5.01 3.29 -0.33
H -5.72 4.62 -1.23
H -6.09 2.78 -3.83
H -4.44 3.09 -4.34
H -6.34 5.25 -3.26
H -5.88 5.01 -4.95
H -4.66 5.50 -3.74
*
```

***

No. 3
Entry from OMol25: 4 unconnected molecules or ions with the total composition C38H89N5O9PS at a distorted geometry (ωB97M-V with the def2-TZVPD basis set).

Properties
Gap between HOMO and LUMO in eV: 7.2
Largest force on an atom in eV/Å: 2.62

The geometry in ORCA input format:
```
! wB97M-V def2-TZVPD RIJCOSX def2/J DEFGRID3
* xyz 1 1
C -2.53 5.67 1.10
C -2.07 5.82 2.60
C -3.12 5.21 3.60
C -3.34 3.67 3.35
C -2.55 2.77 4.37
C -2.43 1.29 3.81
C -0.96 0.80 4.04
C -0.42 -0.17 2.92
C -0.38 0.52 1.50
C 0.36 -0.43 0.49
C 0.25 0.17 -0.98
C -0.82 -0.57 -1.84
C -2.24 0.07 -1.63
N -3.34 -0.58 -2.36
C -2.98 -0.83 -3.76
P -4.40 -1.88 -4.47
C -3.74 -2.98 -5.84
C -5.61 -0.61 -5.16
C -5.03 0.19 -6.39
C -1.59 -1.55 -3.87
N -0.45 -0.72 -3.31
S 0.95 -1.82 -3.28
C -0.22 0.57 -4.00
C 0.12 0.59 -5.52
N 0.26 2.06 -5.82
N 1.44 0.00 -5.86
N -0.89 0.10 -6.45
H -3.65 5.71 1.10
H -2.29 4.63 0.75
H -2.08 6.43 0.45
H -1.99 6.91 2.79
H -1.09 5.35 2.79
H -2.77 5.41 4.64
H -4.10 5.71 3.43
H -4.42 3.45 3.48
H -3.04 3.36 2.33
H -1.57 3.25 4.57
H -3.10 2.71 5.33
H -3.11 0.62 4.37
H -2.73 1.30 2.74
H -0.94 0.22 4.99
H -0.22 1.63 4.10
H -1.07 -1.07 2.81
H 0.60 -0.54 3.14
H 0.13 1.50 1.52
H -1.44 0.69 1.21
H 1.43 -0.41 0.79
H -0.02 -1.47 0.55
H -0.13 1.21 -0.82
H 1.25 0.28 -1.45
H -0.88 -1.61 -1.44
H -2.46 0.04 -0.54
H -2.17 1.15 -1.92
H -3.62 -1.44 -1.88
H -3.00 0.14 -4.30
H -3.44 -2.41 -6.74
H -2.90 -3.56 -5.39
H -4.56 -3.69 -6.09
H -6.53 -1.16 -5.47
H -5.86 0.13 -4.37
H -5.73 1.04 -6.60
H -5.03 -0.42 -7.32
H -4.04 0.66 -6.19
H -1.67 -2.47 -3.25
H -1.36 -1.93 -4.89
H 0.98 -2.21 -4.61
H 0.58 1.16 -3.49
H -1.13 1.19 -3.87
H 1.17 2.25 -6.21
H -0.40 2.29 -6.56
H 1.66 0.22 -6.83
H 2.13 0.50 -5.30
H -0.70 -0.85 -6.74
H -1.84 0.19 -6.10
C -10.86 -6.15 -5.00
O -10.95 -4.85 -5.56
C -10.34 -3.83 -4.79
C -9.43 -2.95 -5.63
O -8.25 -3.56 -6.14
C -8.40 -4.60 -7.12
C -8.99 -4.17 -8.45
O -10.36 -3.83 -8.34
C -10.72 -2.62 -8.98
H -11.73 -6.33 -4.35
H -10.88 -6.87 -5.82
H -9.94 -6.29 -4.43
H -9.76 -4.25 -3.96
H -11.13 -3.21 -4.37
H -9.07 -2.14 -4.98
H -9.98 -2.45 -6.43
H -8.93 -5.45 -6.69
H -7.38 -4.95 -7.31
H -8.93 -5.02 -9.14
H -8.40 -3.35 -8.87
H -9.92 -1.88 -8.94
H -11.58 -2.21 -8.46
H -11.00 -2.81 -10.02
C 6.59 2.68 6.42
O 5.77 1.53 6.42
C 4.88 1.43 7.52
C 3.46 1.11 7.08
O 2.78 2.12 6.34
C 3.27 2.45 5.05
C 3.15 1.36 3.99
O 4.05 0.29 4.24
C 3.47 -0.99 4.15
H 7.52 2.47 6.96
H 6.83 2.93 5.39
H 6.09 3.54 6.87
H 4.87 2.36 8.11
H 5.24 0.62 8.17
H 2.86 0.97 7.99
H 3.41 0.15 6.55
H 4.28 2.85 5.10
H 2.63 3.28 4.71
H 3.43 1.79 3.02
H 2.12 1.02 3.93
H 2.43 -1.00 4.48
H 4.04 -1.66 4.80
H 3.55 -1.37 3.12
C 13.89 0.14 4.02
O 12.62 -0.44 4.28
C 12.65 -1.52 5.20
C 11.58 -1.38 6.28
O 11.77 -0.32 7.21
C 11.67 1.02 6.74
C 10.30 1.46 6.26
O 9.94 0.82 5.04
C 8.63 0.29 5.02
H 14.37 -0.36 3.18
H 13.74 1.19 3.77
H 14.55 0.09 4.90
H 13.63 -1.63 5.67
H 12.44 -2.44 4.63
H 11.62 -2.30 6.88
H 10.58 -1.35 5.86
H 12.45 1.23 6.01
H 11.92 1.64 7.61
H 10.33 2.53 6.06
H 9.56 1.27 7.04
H 8.32 -0.09 6.00
H 8.62 -0.56 4.33
H 7.92 1.04 4.67
*
```

***

- The highest largest force on an atom belongs to which entry?
  C38H88FN2O8

***

- The lowest gap between HOMO and LUMO belongs to which entry?
  C38H88FN2O8